{
  "formula": "C31H32N2O2PPtS2",
  "method": "ωB97M-V/def2-TZVPD",
  "multiplicity": 5,
  "s2": 6.031,
  "charge": 3,
  "homo_energy_ha": [-0.562, -0.604],
  "orbital_gap_ev": [7.0, 4.9],
  "max_force_ev_per_a": 0.1,
  "e_above_lowest_kcal_mol": 0.0,
  "elements": ["Pt", "N", "C", "C", "C", "C", "C", "C", "P", "C", "C", "C", "C", "C", "C", "C", "C", "C", "C", "C", "C", "H", "H", "H", "H", "H", "H", "H", "H", "H", "H", "H", "H", "H", "H", "H", "H", "C", "C", "C", "C", "C", "C", "C", "C", "C", "C", "O", "O", "H", "H", "H", "H", "H", "H", "H", "H", "H", "H", "H", "S", "C", "N", "C", "C", "S", "H", "H", "H", "H", "H"],
  "positions_angstrom": [[0.4834, -1.3853, -0.7318], [2.6371, -1.0807, -0.7116], [3.2784, -1.1115, 0.6125], [4.6567, -1.0085, 0.6928], [5.2717, -1.0557, 1.9353], [4.5140, -1.2107, 3.0898], [3.1377, -1.3179, 3.0028], [2.5050, -1.2590, 1.7590], [0.7253, -1.4753, 1.6236], [0.3068, -3.0582, 2.3405], [0.6880, -4.2013, 1.6291], [0.4456, -5.4563, 2.1563], [-0.1750, -5.5761, 3.3955], [-0.5465, -4.4445, 4.1082], [-0.3096, -3.1815, 3.5863], [-0.1456, -0.1515, 2.4526], [0.5278, 0.9735, 2.9267], [-0.1772, 1.9635, 3.5977], [-1.5451, 1.8337, 3.7943], [-2.2242, 0.7246, 3.2989], [-1.5312, -0.2629, 2.6203], [3.1232, -1.7340, -1.3237], [2.7717, -0.1571, -1.1218], [5.2531, -0.8979, -0.2051], [6.3485, -0.9790, 2.0010], [4.9995, -1.2582, 4.0548], [2.5484, -1.4546, 3.9019], [1.1976, -4.1114, 0.6735], [0.7478, -6.3411, 1.6129], [-0.3599, -6.5579, 3.8103], [-1.0132, -4.5442, 5.0786], [-0.5846, -2.3056, 4.1582], [1.5996, 1.0660, 2.8042], [0.3492, 2.8225, 3.9916], [-2.0855, 2.5945, 4.3422], [-3.2898, 0.6245, 3.4569], [-2.0620, -1.1367, 2.2584], [-0.8688, 6.9985, -2.3033], [-0.8281, 5.5471, -2.0591], [-1.5703, 4.9443, -1.0305], [-1.5201, 3.5914, -0.8329], [-2.3100, 2.9223, 0.2380], [-0.6731, 2.8028, -1.6996], [0.1046, 3.3693, -2.7278], [0.9840, 2.5277, -3.6082], [0.0087, 4.7257, -2.8985], [-0.6768, 1.3008, -1.5185], [-1.6953, 0.7088, -1.9149], [0.3583, 0.7925, -1.0008], [-1.5897, 7.5162, -1.6781], [-1.0736, 7.1991, -3.3603], [0.1306, 7.4180, -2.1236], [-2.1931, 5.5640, -0.3987], [-2.7311, 3.6535, 0.9233], [-1.6896, 2.2237, 0.8059], [-3.1267, 2.3477, -0.2065], [0.4694, 1.6222, -3.9331], [1.8878, 2.2336, -3.0738], [1.2814, 3.0821, -4.4952], [0.5687, 5.2155, -3.6868], [-1.7832, -1.5937, -1.1443], [-1.9721, -2.1648, -2.7953], [-2.4145, -3.3676, -3.0347], [-2.4021, -3.7935, -4.4487], [-2.4092, -2.5017, -5.2579], [-1.6530, -1.2251, -4.1809], [-2.6607, -4.0082, -2.2893], [-3.2780, -4.4054, -4.6510], [-1.5020, -4.3861, -4.6177], [-3.4148, -2.1645, -5.4999], [-1.8246, -2.5845, -6.1701]],
  "mulliken_spin": [1.176, 0.095, -0.016, 0.001, 0.002, 0.003, -0.009, -0.071, 0.467, -0.016, 0.041, 0.007, 0.023, -0.006, 0.017, 0.029, 0.026, -0.012, 0.027, -0.011, 0.027, 0.005, 0.000, -0.001, 0.000, 0.000, 0.004, -0.018, 0.001, 0.001, 0.000, 0.002, 0.002, 0.000, 0.001, 0.000, 0.002, 0.021, 0.172, 0.096, 0.156, 0.005, 0.088, 0.023, 0.018, 0.256, 0.120, 0.197, 0.112, -0.002, 0.026, 0.038, 0.007, 0.002, 0.004, 0.010, 0.002, -0.005, -0.002, -0.006, 0.765, 0.002, 0.049, 0.001, -0.003, 0.038, 0.007, -0.001, 0.002, 0.001, 0.003]
}


{
  "formula": "C31H32N6O5Rb",
  "method": "ωB97M-V/def2-TZVPD",
  "charge": -1,
  "homo_energy_ha": -0.164,
  "orbital_gap_ev": 5.9,
  "max_force_ev_per_a": 1.2,
  "e_above_lowest_kcal_mol": 41.0,
  "elements": ["Rb", "C", "C", "C", "C", "C", "N", "C", "C", "C", "N", "C", "C", "C", "C", "C", "C", "C", "C", "N", "C", "C", "C", "N", "C", "C", "C", "C", "O", "C", "O", "H", "H", "H", "H", "H", "H", "H", "H", "H", "H", "H", "H", "H", "H", "H", "H", "H", "H", "H", "H", "H", "H", "H", "H", "H", "H", "H", "H", "O", "C", "O", "C", "C", "C", "C", "C", "N", "H", "H", "H", "H", "O", "C", "N"],
  "positions_angstrom": [[-1.5688, -0.5423, 2.0530], [6.4141, 1.4701, 2.3032], [5.0724, 0.8714, 1.9893], [4.2178, 1.4097, 1.0973], [2.9388, 0.7895, 0.8288], [2.1826, 0.9652, -0.2985], [2.2896, 1.9395, -1.2288], [2.3351, 3.3655, -0.8694], [1.0696, 3.8429, -0.1620], [-0.2121, 3.8164, -0.9869], [-0.6240, 2.4549, -1.3218], [-0.7303, 1.9802, -2.5248], [-1.0214, 0.6475, -2.8755], [-1.1572, 0.3346, -4.2573], [-1.4521, -0.9195, -4.6850], [-1.6289, -1.2680, -6.1381], [-1.6247, -1.9177, -3.6792], [-1.4670, -1.7041, -2.3427], [-1.7511, -2.8431, -1.4079], [-1.0049, -3.3973, -0.5539], [0.3546, -2.9131, -0.3339], [1.0180, -3.7197, 0.7755], [2.4906, -3.3445, 0.9918], [2.8227, -3.3854, 2.4175], [3.2555, -2.3608, 3.0181], [3.5343, -1.0157, 2.4253], [4.7072, -0.3885, 2.6197], [2.4851, -0.3136, 1.6686], [1.3060, -0.6474, 1.7354], [-1.1687, -0.3663, -1.8580], [-1.0496, -0.1121, -0.6346], [6.6236, 2.3158, 1.6479], [7.2189, 0.7405, 2.1830], [6.4594, 1.8252, 3.3360], [4.5286, 2.2733, 0.5232], [1.4241, 0.2099, -0.5002], [1.6870, 1.7645, -2.0145], [2.4883, 3.9182, -1.7995], [3.2027, 3.5597, -0.2464], [1.2311, 4.8767, 0.1565], [0.9102, 3.2656, 0.7546], [-0.1001, 4.3687, -1.9251], [-1.0314, 4.2340, -0.4056], [-0.9036, 1.8263, -0.5613], [-0.5328, 2.6928, -3.3256], [-1.0371, 1.1384, -4.9802], [-1.3220, -0.4390, -6.7772], [-2.6687, -1.5047, -6.3787], [-1.0295, -2.1385, -6.4150], [-1.9072, -2.9183, -4.0023], [-2.7450, -3.2800, -1.5298], [0.3434, -1.8580, -0.0641], [0.9319, -3.0083, -1.2643], [0.9213, -4.7796, 0.5310], [0.4695, -3.5777, 1.7074], [2.7214, -2.3923, 0.5058], [3.1339, -4.0912, 0.5198], [3.4896, -2.4749, 4.0780], [5.4486, -0.8657, 3.2582], [-1.7514, 1.9946, 2.1630], [-2.7153, 2.2134, 1.3808], [-2.7858, 3.0605, 0.4707], [-3.9287, 1.3092, 1.5412], [-4.6568, 1.3130, 2.7258], [-5.7173, 0.4370, 2.8607], [-6.0209, -0.4132, 1.8119], [-5.2381, -0.3482, 0.6726], [-4.2081, 0.4875, 0.5225], [-4.3452, 1.9558, 3.5383], [-6.2757, 0.3870, 3.7868], [-6.8132, -1.1448, 1.8906], [-5.4227, -1.0286, -0.1522], [-4.9324, -3.5577, 4.4411], [-4.0291, -2.8725, 3.9989], [-3.1487, -2.2027, 3.5706]],
  "lowdin_charge": [0.983, -0.063, -0.269, 0.008, -0.110, -0.025, 0.037, -0.168, -0.146, -0.144, 0.074, -0.037, -0.120, -0.020, -0.283, -0.066, 0.013, -0.107, -0.120, 0.078, -0.236, -0.166, -0.219, 0.062, -0.115, -0.114, 0.021, -0.348, -0.026, -0.316, -0.136, 0.072, 0.077, 0.080, 0.102, 0.127, 0.106, 0.119, 0.093, 0.119, 0.126, 0.123, 0.109, 0.127, 0.139, 0.114, 0.069, 0.077, 0.074, 0.125, 0.119, 0.067, 0.131, 0.107, 0.116, 0.098, 0.113, 0.114, 0.124, -0.211, -0.721, -0.026, -0.281, -0.020, -0.065, -0.071, -0.143, 0.110, 0.119, 0.108, 0.102, 0.101, -0.092, -0.681, -0.123]
}


{
  "formula": "C31H32N6O9Ti",
  "method": "ωB97M-V/def2-TZVPD",
  "multiplicity": 2,
  "s2": 0.781,
  "charge": 1,
  "homo_energy_ha": [-0.373, -0.382],
  "orbital_gap_ev": [6.9, 6.7],
  "max_force_ev_per_a": 0.7,
  "e_above_lowest_kcal_mol": 25.3,
  "elements": ["Ti", "C", "C", "C", "C", "C", "C", "C", "C", "C", "H", "H", "H", "H", "H", "H", "H", "H", "H", "H", "H", "H", "N", "C", "C", "N", "C", "C", "H", "H", "H", "H", "H", "H", "H", "H", "H", "H", "H", "O", "C", "O", "C", "C", "C", "C", "C", "C", "N", "O", "O", "H", "H", "H", "H", "O", "N", "C", "C", "N", "C", "N", "O", "C", "O", "C", "C", "C", "C", "O", "C", "O", "C", "C", "H", "H", "H", "H", "H"],
  "positions_angstrom": [[-0.2434, -0.3857, 0.7991], [2.2420, -3.6067, -0.4259], [0.8174, -3.2976, -0.7624], [0.3994, -3.1483, -2.0761], [-0.9224, -2.8281, -2.3891], [-1.3318, -2.6414, -3.8158], [-1.8333, -2.6750, -1.3549], [-1.4620, -2.8417, -0.0128], [-2.5185, -2.8209, 1.0634], [-0.1255, -3.1334, 0.2649], [2.3305, -4.5890, 0.0403], [2.6454, -2.8737, 0.2776], [2.8682, -3.5958, -1.3141], [1.1135, -3.2745, -2.8775], [-0.9591, -1.6866, -4.1854], [-2.4134, -2.6491, -3.9206], [-0.9221, -3.4270, -4.4470], [-2.8706, -2.4728, -1.5874], [-2.1143, -3.1421, 2.0260], [-3.3320, -3.4958, 0.7851], [-2.9595, -1.8212, 1.2039], [0.1729, -3.3578, 1.2925], [-4.8609, 2.7694, -2.1625], [-4.5227, 1.3577, -2.5472], [-3.3819, 0.8960, -1.6291], [-2.2546, 1.7695, -1.6563], [-2.5590, 3.1417, -1.4157], [-3.6788, 3.6781, -2.3206], [-5.1304, 2.7691, -1.1691], [-5.6651, 3.1160, -2.6921], [-4.2194, 1.3897, -3.5945], [-5.4336, 0.7680, -2.4431], [-3.0661, -0.1074, -1.9233], [-3.7648, 0.8250, -0.6028], [-1.5688, 1.5515, -2.3651], [-1.6696, 3.7556, -1.5552], [-2.8651, 3.2651, -0.3647], [-3.4025, 3.6331, -3.3743], [-4.0035, 4.6882, -2.0646], [1.1760, 0.1064, 2.1781], [0.5378, -0.5555, 3.0710], [-0.3956, -1.3016, 2.6516], [0.8563, -0.4187, 4.4939], [1.5546, 0.7140, 4.9214], [1.8066, 0.8892, 6.2721], [1.3637, -0.0932, 7.1457], [0.6783, -1.2303, 6.7482], [0.4104, -1.3868, 5.4001], [1.6289, 0.0893, 8.5899], [2.2347, 1.0876, 8.9136], [1.2190, -0.7720, 9.3384], [1.8818, 1.4489, 4.2031], [2.3246, 1.7541, 6.6486], [0.3635, -1.9542, 7.4834], [-0.1408, -2.2440, 5.0450], [-1.8305, 0.5302, 0.9279], [-0.8459, 1.5044, 0.6477], [-0.6407, 2.3775, 1.6461], [-1.2634, 2.2873, 2.8962], [-1.7861, 2.1715, 3.9172], [0.3341, 3.3591, 1.4006], [1.1358, 4.1527, 1.1765], [-0.1681, 0.3177, -2.8806], [0.7326, 0.1454, -2.0742], [0.4983, -0.3630, -0.8727], [2.1605, 0.4268, -2.3334], [3.0687, 0.5680, -1.2885], [4.4138, 0.8383, -1.5289], [4.7977, 0.9372, -2.8511], [6.0360, 1.1745, -3.3470], [5.9066, 1.1881, -4.7650], [4.5448, 0.9411, -5.0917], [3.8895, 0.7953, -3.9055], [2.5604, 0.5462, -3.6844], [2.7256, 0.4872, -0.2592], [5.1205, 0.9648, -0.7264], [6.5320, 0.3885, -5.1886], [6.1956, 2.1794, -5.1398], [1.8479, 0.4468, -4.4831]],
  "mulliken_spin": [0.376, -0.002, -0.004, 0.004, 0.003, 0.000, 0.001, -0.022, 0.004, 0.025, 0.000, 0.000, 0.000, 0.000, 0.000, 0.000, 0.000, 0.000, 0.000, 0.000, 0.000, 0.006, 0.000, 0.001, 0.000, 0.005, 0.006, 0.003, 0.000, 0.000, 0.000, 0.000, 0.000, -0.001, -0.001, -0.001, -0.004, 0.000, 0.000, 0.001, 0.002, -0.003, -0.009, 0.006, -0.001, 0.000, 0.000, -0.002, 0.000, 0.000, 0.000, 0.000, 0.000, 0.000, 0.000, -0.023, 0.014, 0.347, -0.026, 0.183, -0.043, 0.161, -0.001, 0.000, -0.001, 0.000, -0.002, -0.001, 0.000, 0.000, 0.000, 0.000, 0.000, 0.000, 0.001, 0.000, 0.000, 0.000, 0.000]
}